C26H72N5O10 | ωB97M-V/def2-TZVPD

The molar mass is 614.89 g mol⁻¹. Its HOMO-LUMO gap is 8.96 eV. The value obtained for the energy above the lowest of the compared OMol25 structures with the same formula, charge and spin is 4.0247 eV. The net charge is +1. As for the LUMO energy: -2.01 eV. Its HOMO energy is -0.4032 Eh.

Each atom is followed by the atoms it is bonded to, with distances in Å.
Positions of all 113 atoms, in Å:
1 N -0.899 0.341 -1.031  H2 1.019, H3 1.101, H4 1.008, H5 1.169
2 H -1.729 -0.234 -1.165  N1 1.019
3 H -0.061 -0.287 -0.691  N1 1.101
4 H -1.049 1.146 -0.443  N1 1.008
5 H -0.619 0.799 -2.070  N1 1.169
6 C -2.010 -2.276 -4.073  O7 1.403, H8 1.124, H9 1.127, H10 1.097
7 O -2.117 -0.879 -3.998  C6 1.403, H11 0.982
8 H -2.219 -2.541 -3.001  C6 1.124
9 H -0.986 -2.704 -4.268  C6 1.127
10 H -2.847 -2.549 -4.727  C6 1.097
11 H -2.744 -0.551 -4.679  O7 0.982
12 C -3.468 2.933 0.827  O13 1.316, H14 1.014, H15 1.167, H16 1.086
13 O -3.450 2.399 -0.376  C12 1.316, H17 0.953
14 H -3.372 2.214 1.536  C12 1.014
15 H -4.426 3.491 1.190  C12 1.167
16 H -2.568 3.532 0.723  C12 1.086
17 H -4.197 1.821 -0.502  O13 0.953
18 C -3.333 -2.012 1.127  O19 1.397, H27 1.214, H28 1.145, H29 1.260
19 O -2.108 -1.796 0.491  C18 1.397, C20 1.415
20 C -0.995 -2.489 1.023  O19 1.415, C21 1.594, H30 0.954, H31 1.182
21 C -0.915 -3.777 0.087  C20 1.594, N22 1.481, H32 1.152, H33 0.958
22 N 0.034 -4.759 0.660  C21 1.481, C23 1.358, H34 0.895
23 C 0.471 -5.566 -0.341  N22 1.358, C24 1.505, H35 1.147, H36 0.978
24 C 1.332 -6.671 0.208  C23 1.505, O25 1.440, H37 0.992, H38 0.998
25 O 1.573 -7.662 -0.808  C24 1.440, C26 1.497
26 C 2.500 -8.677 -0.214  O25 1.497, H39 0.943, H40 1.078, H41 1.015
27 H -3.347 -1.868 2.332  C18 1.214
28 H -3.290 -3.150 1.246  C18 1.145
29 H -4.380 -1.696 0.502  C18 1.260
30 H -1.075 -2.569 1.970  C20 0.954
31 H -0.112 -1.751 0.755  C20 1.182
32 H -0.528 -3.417 -0.937  C21 1.152
33 H -1.789 -4.168 0.049  C21 0.958
34 H -0.560 -5.216 1.149  N22 0.895
35 H 0.891 -5.068 -1.285  C23 1.147
36 H -0.433 -5.928 -0.429  C23 0.978
37 H 0.871 -7.139 0.951  C24 0.992
38 H 2.081 -6.211 0.680  C24 0.998
39 H 3.350 -8.329 0.001  C26 0.943
40 H 2.816 -9.433 -0.914  C26 1.078
41 H 2.151 -9.214 0.574  C26 1.015
42 C 0.886 2.957 1.868  O43 1.398, H51 0.988, H52 1.036, H53 1.086
43 O 0.603 1.692 1.345  C42 1.398, C44 1.504
44 C 0.760 0.626 2.395  O43 1.504, C45 1.500, H54 1.256, H55 0.968
45 C -0.517 0.489 3.170  C44 1.500, N46 1.543, H56 1.133, H57 1.101
46 N -0.495 -0.582 4.280  C45 1.543, C47 1.401, H58 1.044
47 C -1.713 -0.720 4.958  N46 1.401, C48 1.567, H59 1.130, H60 1.150
48 C -1.761 -2.097 5.705  C47 1.567, O49 1.348, H61 1.040, H62 1.246
49 O -3.008 -2.563 5.920  C48 1.348, C50 1.447
50 C -3.162 -3.789 6.673  O49 1.447, H63 1.188, H64 1.006, H65 1.025
51 H 1.758 3.017 2.328  C42 0.988
52 H 0.172 3.310 2.531  C42 1.036
53 H 1.094 3.555 0.986  C42 1.086
54 H 1.792 0.641 3.111  C44 1.256
55 H 0.847 -0.212 1.918  C44 0.968
56 H -1.253 0.319 2.326  C45 1.133
57 H -0.862 1.441 3.602  C45 1.101
58 H 0.228 -0.531 5.032  N46 1.044
59 H -2.499 -0.739 4.146  C47 1.130
60 H -1.961 0.237 5.546  C47 1.150
61 H -1.206 -2.255 6.570  C48 1.040
62 H -1.029 -2.924 5.129  C48 1.246
63 H -2.789 -4.821 6.218  C50 1.188
64 H -4.044 -4.122 7.023  C50 1.006
65 H -2.677 -3.519 7.535  C50 1.025
66 C 3.366 -4.871 -4.351  O67 1.445, H75 1.088, H76 1.154, H77 1.129
67 O 2.307 -3.981 -3.933  C66 1.445, C68 1.400
68 C 2.805 -2.841 -3.290  O67 1.400, C69 1.656, H78 1.060, H79 1.157
69 C 1.589 -1.738 -3.072  C68 1.656, N70 1.425, H80 1.114, H81 1.048
70 N 2.033 -0.707 -2.195  C69 1.425, C71 1.471, H82 0.974
71 C 2.923 0.348 -2.704  N70 1.471, C72 1.484, H83 1.238, H84 0.995
72 C 2.824 1.511 -1.788  C71 1.484, O73 1.474, H85 1.181, H86 1.120
73 O 3.941 2.333 -2.287  C72 1.474, C74 1.350
74 C 4.286 3.411 -1.551  O73 1.350, H87 1.100, H88 1.126, H89 1.144
75 H 2.866 -5.797 -4.626  C66 1.088
76 H 4.033 -5.074 -3.431  C66 1.154
77 H 3.849 -4.371 -5.241  C66 1.129
78 H 3.521 -2.467 -3.977  C68 1.060
79 H 3.439 -3.148 -2.372  C68 1.157
80 H 0.771 -2.361 -2.644  C69 1.114
81 H 1.358 -1.108 -3.877  C69 1.048
82 H 2.247 -0.891 -1.263  N70 0.974
83 H 2.656 0.907 -3.776  C71 1.238
84 H 3.835 -0.031 -2.825  C71 0.995
85 H 3.047 1.083 -0.710  C72 1.181
86 H 1.877 2.015 -1.467  C72 1.120
87 H 4.739 2.955 -0.658  C74 1.100
88 H 3.367 4.023 -1.328  C74 1.126
89 H 5.062 4.175 -1.902  C74 1.144
90 C 0.170 2.579 -4.270  O91 1.444, H99 1.204, H100 0.975, H101 1.001
91 O -0.498 2.959 -3.048  C90 1.444, C92 1.500
92 C -0.174 4.397 -2.772  O91 1.500, C93 1.497, H102 1.271, H103 1.107
93 C -0.612 4.608 -1.356  C92 1.497, N94 1.509, H104 1.160, H105 1.206
94 N -0.497 6.071 -1.005  C93 1.509, C95 1.502, H106 0.979
95 C -0.994 6.320 0.390  N94 1.502, C96 1.584, H107 1.135, H108 1.160
96 C -0.275 7.583 1.019  C95 1.584, O97 1.450, H109 1.149, H110 1.082
97 O -0.660 7.589 2.417  C96 1.450, C98 1.490
98 C -0.255 8.868 3.065  O97 1.490, H111 1.148, H112 1.103, H113 1.228
99 H -0.416 2.903 -5.271  C90 1.204
100 H 0.192 1.616 -4.420  C90 0.975
101 H 1.135 2.830 -4.362  C90 1.001
102 H -0.787 5.277 -3.455  C92 1.271
103 H 0.852 4.811 -2.793  C92 1.107
104 H 0.296 4.409 -0.662  C93 1.160
105 H -1.769 4.284 -1.253  C93 1.206
106 H -1.021 6.680 -1.564  N94 0.979
107 H -0.772 5.346 0.929  C95 1.135
108 H -2.113 6.521 0.161  C95 1.160
109 H -0.614 8.435 0.327  C96 1.149
110 H 0.797 7.526 1.157  C96 1.082
111 H -0.228 9.680 2.254  C98 1.148
112 H 0.820 8.846 3.310  C98 1.103
113 H -0.966 8.971 4.061  C98 1.228

Atom charges from the Löwdin analysis, given in e for atoms 1 to 99:
1. N 0.283
2. H 0.098
3. H 0.138
4. H 0.082
5. H 0.201
6. C -0.159
7. O -0.166
8. H 0.076
9. H 0.085
10. H 0.092
11. H 0.098
12. C -0.220
13. O -0.097
14. H 0.035
15. H 0.131
16. H 0.066
17. H 0.092
18. C -0.124
19. O -0.298
20. C -0.136
21. C -0.105
22. N -0.044
23. C -0.233
24. C -0.197
25. O -0.124
26. C -0.033
27. H 0.117
28. H 0.082
29. H 0.160
30. H 0.042
31. H 0.131
32. H 0.135
33. H 0.049
34. H 0.043
35. H 0.165
36. H 0.076
37. H 0.085
38. H 0.090
39. H 0.010
40. H 0.096
41. H 0.062
42. C -0.107
43. O -0.202
44. C -0.175
45. C -0.176
46. N -0.086
47. C -0.244
48. C -0.277
49. O -0.176
50. C -0.057
51. H 0.045
52. H 0.077
53. H 0.077
54. H 0.200
55. H 0.013
56. H 0.122
57. H 0.114
58. H 0.140
59. H 0.108
60. H 0.142
61. H 0.078
62. H 0.165
63. H 0.138
64. H 0.039
65. H 0.055
66. C -0.082
67. O -0.248
68. C -0.206
69. C -0.147
70. N -0.098
71. C -0.193
72. C -0.199
73. O -0.202
74. C -0.165
75. H 0.082
76. H 0.111
77. H 0.105
78. H 0.087
79. H 0.142
80. H 0.096
81. H 0.093
82. H 0.082
83. H 0.185
84. H 0.074
85. H 0.145
86. H 0.116
87. H 0.088
88. H 0.089
89. H 0.115
90. C -0.102
91. O -0.200
92. C -0.211
93. C -0.233
94. N -0.119
95. C -0.179
96. C -0.213
97. O -0.257
98. C -0.090
99. H 0.153